Formula: C38H39IrN3OP
Source: the OMol25 dataset
Level of theory: ωB97M-V/def2-TZVPD

Results
- molecular weight (g/mol) = 776.9
- 2S+1 = 2
- LUMO (spin up / spin down) (eV) = -10.077 / -11.464
- <S²> = 0.768
- charge = +3
- total energy (eV) = -58658.4386
- HOMO-LUMO gap (spin up / spin down) (eV) = 5.93 / 4.54
- ΔE to the lowest compared entry with this formula, charge and spin (eV) = 0.0000

Geometry as XYZ:
```
83
Properties=species:S:1:pos:R:3:forces:R:3
C 0.73613 4.56570 2.60670 -0.002 -0.125 -0.014
C -3.16115 -2.60303 2.22295 0.046 0.050 -0.100
C -0.20326 0.18197 -2.48444 0.118 -0.213 -0.037
C -0.94191 -0.96259 -2.84006 0.242 0.074 0.210
H 4.46243 -2.28975 -0.48155 -0.029 -0.045 0.021
C -5.75632 -1.85151 -3.16031 0.029 0.066 0.021
H -3.53934 -2.48681 -5.08794 0.050 -0.029 0.055
C 0.44051 3.91561 1.40883 -0.156 0.360 -0.099
H -5.68543 -2.85163 -3.58877 0.008 -0.028 0.007
H -4.18600 1.88537 3.52077 -0.015 0.014 -0.012
C 2.75636 -0.62326 3.19612 0.188 0.180 -0.581
H -3.16831 -3.65826 1.99096 0.018 -0.047 0.027
C 2.61713 -1.26411 -0.21416 0.098 -0.337 -0.212
H -3.87789 -0.75248 -5.23153 -0.006 0.035 0.057
H 2.15790 1.85979 0.64972 0.041 -0.009 0.067
C 0.59677 3.89770 3.81593 -0.012 -0.041 -0.241
H 3.19271 -1.66703 5.64040 0.033 0.005 -0.061
C -0.32395 -2.04929 -3.42334 0.163 -0.127 -0.069
H 6.63955 -0.06674 1.10510 -0.014 -0.010 0.034
H 2.00310 -2.12317 -0.46537 0.032 -0.004 0.025
H 2.56533 -1.22901 2.30565 0.179 -0.032 0.123
H -0.42162 2.54785 -0.73526 0.245 -0.050 -0.070
C -1.96069 -0.51695 2.47219 -0.057 0.269 0.062
H -4.84658 -1.00656 -0.43461 -0.009 -0.050 0.025
C 1.21925 -1.75380 6.44315 -1.534 0.202 0.055
H 6.67782 0.47284 -0.55763 -0.009 0.011 -0.033
H 1.53529 -2.84960 -4.12690 -0.007 -0.022 -0.045
C -3.19604 1.62368 3.15580 0.075 -0.053 0.002
H -1.55644 1.55094 0.26905 -0.447 1.107 0.089
H -0.89318 -2.92800 -3.69487 -0.002 -0.053 0.059
C 2.70539 0.95972 0.40588 0.268 0.074 -0.040
C -0.56712 -0.93311 4.96285 -0.362 -0.600 1.640
P -0.26712 0.16098 2.41991 -1.693 -1.067 1.112
C -4.16280 -1.07250 -1.26244 0.212 0.119 0.340
H 0.54172 4.43998 0.46651 -0.034 0.092 0.014
C 0.34833 -0.63475 3.98222 2.769 -0.332 -0.852
H 3.76419 -0.82940 3.54721 0.033 0.038 -0.025
H -0.73197 1.07393 -2.18876 -0.116 0.139 -0.175
H -1.06109 -2.39455 1.90956 0.001 -0.054 0.047
C 4.08111 0.93953 0.40661 -0.126 -0.044 -0.166
C -0.04764 2.61680 1.41762 0.122 0.432 -0.299
C -1.98537 -1.88144 2.16732 0.024 -0.062 0.160
C 3.99477 -1.35032 -0.22156 -0.251 -0.072 -0.088
C 6.26508 -0.28894 0.10457 -0.120 0.020 -0.006
H 2.69562 0.42637 2.89467 0.149 0.030 0.075
C -4.33257 -1.95047 2.58911 0.000 0.034 -0.018
C 2.14317 -1.46690 5.47156 -0.156 0.714 -1.717
C 0.23959 2.55110 3.81996 -0.028 -0.084 0.072
C 1.16703 0.21778 -2.75573 -0.092 -0.003 -0.194
H -0.87377 -1.67336 6.96998 -0.049 -0.022 -0.039
H 0.22169 2.00709 4.75615 0.018 -0.079 -0.031
C -4.45717 -1.44247 -2.56336 -0.246 -0.173 -0.298
H 0.80275 4.40546 4.74710 0.049 -0.004 0.029
C -4.30896 -0.59928 2.88921 -0.002 0.019 -0.127
C 1.79359 -0.87712 -3.33791 -0.026 0.121 0.069
C -0.56671 1.99859 0.18848 0.025 -1.096 0.518
O -2.03736 -0.41277 -0.26596 0.717 0.182 1.061
C -0.13910 -1.47610 6.20249 0.375 0.334 -0.792
H -6.52985 -1.85484 -2.39833 -0.015 0.004 0.001
H 1.52061 -2.18857 7.38597 0.002 0.010 0.017
N 1.97266 -0.13061 0.09590 0.224 0.617 0.627
C -3.23433 -1.49449 -4.76162 -0.066 0.029 -0.156
H 4.62472 1.84261 0.64912 -0.029 0.040 0.021
C 4.76940 -0.23723 0.09204 0.186 0.099 0.073
H 1.08130 5.59018 2.59301 -0.013 0.022 -0.027
C 1.04985 -1.99803 -3.67033 -0.172 -0.032 -0.010
H 2.85304 -0.84861 -3.54915 0.024 0.022 -0.041
H -5.22394 -0.10357 3.18451 -0.038 0.015 0.017
N -3.34037 -1.39446 -3.30818 0.295 0.050 0.489
N -2.31286 -0.96847 -2.50231 -0.272 0.048 -0.027
H -2.99376 2.24462 2.27976 -0.003 0.022 -0.002
C 1.74300 -0.90848 4.22672 -1.108 -0.292 1.246
C -3.13426 0.15415 2.82227 -0.008 0.101 0.086
H -6.05806 -1.17018 -3.95672 -0.003 0.041 0.000
H -2.47639 1.90336 3.92586 -0.054 -0.030 0.012
C -2.80061 -0.78155 -1.22557 -0.072 -0.187 -1.181
H 1.72333 1.12430 -2.55587 0.039 -0.003 0.050
H -5.26465 -2.49684 2.64129 -0.006 -0.021 0.062
H -1.62280 -0.75252 4.81028 0.037 -0.070 0.136
C -0.08888 1.92328 2.62663 0.384 -0.157 -0.016
Ir -0.04281 -0.08948 0.08702 -0.032 -0.055 -1.021
H 6.64148 -1.26182 -0.19917 -0.003 -0.011 -0.004
H -2.20950 -1.30968 -5.06654 -0.019 -0.016 0.017
```
Forces are in eV/Å.

Results of the Löwdin charge analysis, in e, for atoms 1 through 2: -0.004 -0.050

Formula: C41H32N4O3PS2V
Source: the OMol25 dataset
Level of theory: ωB97M-V/def2-TZVPD

Results
- molecular weight (g/mol) = 774.8
- 2S+1 = 3
- LUMO (spin up / spin down) (eV) = -0.234 / -0.323
- <S²> = 2.016
- total energy (eV) = -111787.9737
- HOMO-LUMO gap (spin up / spin down) (eV) = 6.28 / 6.19
- ΔE to the lowest compared entry with this formula, charge and spin (eV) = 2.9437

Geometry as XYZ:
```
84
Properties=species:S:1:pos:R:3:forces:R:3
C 2.91471 -1.25844 -3.41548 -0.014 -0.002 0.073
C 2.15799 -0.49495 -2.52487 -0.008 0.245 0.079
N -1.15751 -1.19603 3.64083 -0.121 -0.106 -0.595
C 2.06504 3.06427 3.10661 -0.288 -0.013 -0.094
C 5.40967 -3.21437 0.84026 0.011 0.011 -0.003
H 4.06052 -4.58698 1.78545 -0.013 0.005 0.006
C -4.23815 2.85490 -0.10017 -0.092 0.002 -0.073
C -5.33148 -1.78579 1.35138 -0.006 0.001 -0.037
C -4.54211 3.87828 0.80005 0.052 0.050 0.075
C 1.72370 1.27696 1.45625 0.297 0.267 0.121
C -3.18542 -1.11503 2.17230 -0.088 -0.174 0.004
C 0.88142 1.68318 -2.08594 0.417 0.557 -0.630
C -3.32172 -2.21718 0.16790 0.179 0.153 -0.018
H -2.79641 -2.61625 -0.69091 -0.003 0.042 0.016
C -1.38233 -3.22484 -2.88689 -0.043 -0.029 -0.122
H -5.02289 -0.79853 3.23739 0.004 0.047 -0.015
C -3.60438 4.31031 1.72007 -0.081 0.072 -0.003
C 1.25104 2.36791 2.21013 0.598 -0.190 0.131
V 0.25810 0.30591 0.41091 0.091 1.235 0.039
C 3.37982 2.67732 3.27358 0.116 -0.039 0.059
H 2.08449 -4.29155 -1.53767 0.008 0.001 -0.012
C -4.70376 -2.31322 0.23910 -0.037 0.014 0.019
C -0.08049 -1.34411 2.85651 -0.122 -0.134 0.986
O 0.09411 -0.64535 1.84877 -0.935 -3.072 4.233
C -0.57731 -2.30147 -2.24137 0.219 0.098 0.271
N -2.57099 -1.62207 1.09680 0.057 0.104 0.184
C 0.66913 -2.67349 -1.73417 -0.218 -0.023 0.190
C 3.13572 -2.11469 -0.34856 -0.041 0.231 0.198
N -0.82759 2.05066 1.08749 0.206 -0.138 0.357
C -4.55881 -1.19561 2.34310 0.012 0.076 0.034
C -2.33987 -0.43497 3.24357 -0.027 -0.001 -0.386
H 1.90495 -2.07584 2.82973 0.025 -0.014 0.026
H 0.68137 -3.33642 3.06967 -0.056 0.040 -0.067
H -2.35016 -2.91873 -3.26616 0.010 0.055 -0.009
H -5.51408 4.35241 0.76696 0.016 0.028 -0.031
H 1.65786 3.89982 3.66587 0.072 0.023 0.026
H -6.40818 -1.81975 1.45544 0.001 -0.055 -0.015
H 3.25445 0.94890 -5.95657 0.007 -0.001 -0.003
H -2.76654 1.45530 -0.80486 -0.052 -0.111 -0.113
N -4.44778 -1.31688 -3.08114 0.173 -0.072 0.047
C -2.37565 3.66798 1.74324 0.219 -0.175 0.008
P 1.61327 -1.30652 -0.95911 0.444 -0.839 -0.932
C 0.96426 -2.31203 3.32059 0.100 -0.043 -0.168
C 3.05450 0.91648 1.65254 -0.039 0.009 0.076
C 1.11405 -3.98138 -1.90197 0.048 0.017 0.034
H 4.89990 1.28341 2.67411 0.016 0.046 0.012
C 4.39795 -1.58455 -0.60948 -0.068 -0.024 -0.060
H 3.18738 -2.27390 -3.15448 0.002 -0.003 0.006
C 0.30870 -4.90281 -2.55671 0.010 -0.056 -0.013
C -2.08248 2.59440 0.88592 -0.554 0.421 0.190
H -5.24421 -2.77430 -0.57737 0.002 0.103 0.036
S -2.35818 0.54844 -3.30895 0.472 0.499 -0.075
H -0.89894 -1.26652 -2.15449 -0.209 -0.046 -0.091
H -4.96679 2.57112 -0.84845 0.042 -0.049 -0.004
C 5.52641 -2.13174 -0.01826 0.039 0.023 0.024
H -1.29613 -1.88369 4.36233 0.168 -0.043 0.040
H 3.88905 -1.35857 -5.31449 -0.005 -0.017 0.006
H -2.95269 -0.29112 4.13085 0.076 0.076 0.033
H 1.88313 2.31530 -4.38621 -0.004 -0.005 -0.028
C 3.30874 -0.74559 -4.63701 0.057 -0.019 -0.051
H 4.02166 3.20027 3.97013 -0.013 0.029 -0.009
C 3.87186 1.60085 2.54453 0.030 -0.043 -0.043
H 3.46807 0.07387 1.11172 0.056 0.003 0.025
C 1.78565 0.80064 -2.90544 -0.058 -0.150 0.080
H 1.09057 -2.25223 4.40027 -0.013 0.033 0.014
H 2.04631 -3.58572 0.77539 0.006 -0.056 -0.032
C -3.01714 2.21434 -0.07418 0.169 -0.296 0.061
C -3.57662 -0.54684 -3.19778 -0.643 -0.455 0.215
C 2.19652 1.31191 -4.13356 -0.011 0.031 0.052
C -0.13043 2.71587 1.96750 -0.544 0.362 0.103
H 6.29091 -3.64055 1.30123 0.005 -0.012 -0.011
H -1.55583 -5.25355 -3.55625 -0.009 -0.016 0.012
H 0.65921 -5.91870 -2.68951 0.014 0.003 0.002
O 0.71146 2.84767 -2.34713 -0.092 -0.291 0.159
H -3.80921 5.13545 2.38937 -0.038 -0.018 0.003
C 2.95483 0.54775 -4.99766 -0.006 0.006 0.020
H -2.00527 0.54638 2.90143 -0.040 -0.001 -0.029
H 6.49828 -1.70112 -0.22146 0.005 -0.019 -0.022
C 3.02528 -3.18580 0.53852 -0.011 0.066 -0.026
H 4.49547 -0.73511 -1.27350 0.032 -0.008 0.001
O 0.31224 1.05518 -1.08747 -0.100 2.014 -4.414
S -0.99250 4.01838 2.74075 0.137 -0.221 -0.231
C 4.15630 -3.74230 1.11490 -0.015 -0.036 0.069
C -0.93574 -4.52990 -3.04348 0.003 0.018 0.010
```
Forces are in eV/Å.

Results of the Löwdin charge analysis, in e, for atoms 1 through 2: -0.088 -0.251

Formula: C5H9IN4
Source: the OMol25 dataset
Level of theory: ωB97M-V/def2-TZVPD

Results
- molecular weight (g/mol) = 252.1
- LUMO (spin up / spin down) (eV) = -8.901 / -8.808
- charge = +2
- total energy (eV) = -19367.7735
- HOMO-LUMO gap (spin up / spin down) (eV) = 7.61 / 7.37
- ΔE to the lowest compared entry with this formula, charge and spin (eV) = 5.0051

Geometry as XYZ:
```
19
Properties=species:S:1:pos:R:3:forces:R:3
I -7.23627 0.13767 -0.38574 -0.006 0.022 -0.054
C 3.52434 -0.40521 -0.14484 2.232 -2.097 0.694
H -0.83463 0.80765 -0.92737 -0.871 0.324 -0.035
C -3.34392 1.00873 0.01016 3.805 3.165 -2.239
C -5.72404 0.94642 0.67072 0.327 1.605 2.308
H -5.85430 1.44666 1.70412 -0.626 -1.075 -1.450
H 2.04872 -0.98545 -1.62752 -1.265 0.120 0.788
H 4.33680 -0.60056 -0.93072 -1.754 0.108 0.612
N 1.24733 -0.87014 0.36612 -0.124 0.289 0.225
N 0.09010 -0.63443 0.68933 -3.069 1.005 -0.378
N -4.51477 1.09534 0.33583 -1.837 -0.740 -0.080
H -2.93984 -0.93648 0.60807 1.304 1.268 -1.119
N -2.49756 -0.07484 0.14052 -1.952 -0.859 1.150
H 3.92926 -1.04001 0.76322 -1.270 1.151 -1.575
H 3.69151 0.61917 0.13655 -0.461 0.624 0.205
C -1.33003 -0.02659 -0.44008 3.605 -2.658 1.363
C 2.07564 -0.74407 -0.53652 4.645 0.013 -1.861
H -2.72482 1.91167 -0.52500 -2.058 -1.892 1.321
H -0.19505 -1.26576 1.42835 -0.622 -0.373 0.126
```
Forces are in eV/Å.

Results of the Löwdin charge analysis, in e, for atoms 1 through 2: 1.162 -0.039

Formula: C10H18Hg4O10S2
Source: the OMol25 dataset
Level of theory: ωB97M-V/def2-TZVPD

Results
- molecular weight (g/mol) = 1164.7
- LUMO (eV) = -20.612
- charge = +6
- total energy (eV) = -69407.5272
- HOMO-LUMO gap (eV) = 1.62

Geometry as XYZ:
```
44
Properties=species:S:1:pos:R:3:forces:R:3
Hg -1.66983 -2.36615 -3.69373 -0.185 -0.166 -0.079
C -2.13465 -2.05208 5.96224 -0.888 -2.581 1.666
H 0.66915 3.39486 -6.66169 -0.642 -1.324 0.462
H -3.44657 -2.23471 7.81467 0.675 -0.269 0.058
H 2.01624 4.97615 -7.14393 -0.048 0.136 -0.663
C 2.63734 4.43093 -5.11317 0.235 -0.793 -1.467
H -1.19746 -2.21914 6.49312 -0.131 0.857 0.648
C -3.70197 -0.29626 6.90768 1.502 -1.041 -0.445
C 0.06332 -6.80859 -1.68191 -0.143 -3.127 2.249
C -3.50318 -1.82168 6.80754 0.162 1.663 -0.968
H 1.00295 -0.86339 -0.06923 -3.749 1.266 1.526
O -0.66027 -0.00444 5.51200 -1.154 -0.133 -0.408
S 0.14332 3.52666 -4.44660 -2.047 -3.266 0.199
H -2.11682 -2.96642 5.36913 -0.623 0.306 -0.793
O 3.25745 -1.87190 -1.04100 1.311 0.156 -0.469
H -0.55127 4.56570 -6.57341 -0.108 0.832 0.554
S -1.89349 -0.55309 4.93921 1.710 0.164 -0.223
C 1.89443 3.85554 -3.85887 1.693 1.452 0.683
O 1.25767 -6.61090 -1.85863 1.133 1.311 -0.920
H -2.94413 1.39727 5.70600 0.138 0.146 0.296
O -0.12702 2.07535 -4.72279 0.978 3.122 1.228
H -3.01733 0.08128 7.66718 0.077 0.238 -0.082
H 3.27703 3.69839 -5.60540 -0.309 -0.938 0.220
H 1.82673 4.60301 -3.06842 -0.681 0.588 -0.245
Hg 4.31051 1.08295 3.92584 -0.007 0.146 0.238
O -0.72011 -5.88241 -1.87731 -0.097 2.474 -1.135
Hg 7.13563 -3.36697 0.47371 0.107 -0.089 -0.082
C 1.63573 4.96798 -6.12254 0.428 2.690 2.429
H 1.51175 6.00849 -5.82245 0.034 0.549 -0.523
C 2.33514 -1.27087 -0.49525 2.434 -1.806 1.730
O -0.78958 4.35559 -3.70795 0.918 -0.461 -0.352
H 3.35439 5.24981 -5.05503 -0.168 0.130 1.534
O 2.36818 -0.74704 0.66867 2.057 0.507 -0.043
O 1.12524 -1.34793 -0.88891 -1.762 -0.291 -2.717
H -4.69250 -0.08495 7.31056 -0.560 0.537 -0.543
H -3.95190 0.54950 4.64952 -0.493 -0.913 0.044
C 0.37631 4.27078 -6.08279 -0.156 -1.501 -3.389
Hg 4.11158 -4.51371 -4.31142 0.192 -0.097 -0.086
O -0.40114 -7.89548 -1.15008 0.843 0.703 -0.706
H -1.32480 -7.70352 -1.32783 -1.932 -1.430 0.422
O -2.00072 -0.79591 3.52994 -0.174 -0.080 0.261
C -3.34205 0.39620 5.53985 -0.907 1.479 1.418
H -4.39241 -2.24880 6.34393 0.453 -0.338 -0.560
H 2.26912 3.03988 -3.24047 -0.117 -0.812 -0.967
```
Forces are in eV/Å.

Results of the Löwdin charge analysis, in e, for atoms 1 through 2: 0.827 -0.080